(1)
Density functional theory data (ωB97M-V with the def2-TZVPD basis set) for 11 unconnected molecules or ions with the total composition CH26O11 at a distorted geometry.

Calculated total energy   -23958.0983 eV
Charge   +2
Molar mass   214.21 g mol⁻¹

Last column: Löwdin charge in e.
Atoms and positions in Å:
O 3.29 -1.10 2.84  0.35
H 2.99 -1.88 2.33  0.19
H 2.91 -1.18 3.74  0.20
H 4.27 -1.22 2.91  0.22
O 0.18 -3.26 -0.54  0.27
H -0.55 -3.42 0.08  0.16
H 0.97 -3.57 -0.06  0.16
H 0.34 -2.24 -0.67  0.10
O -1.86 -0.93 3.35  0.37
H -1.80 -1.52 2.58  0.19
H -2.56 -1.20 3.97  0.22
H -0.97 -0.92 3.76  0.19
C -0.22 0.23 0.19  -0.24
O 0.53 -0.66 -0.62  -0.41
H 0.24 0.31 1.20  0.05
H -0.14 1.23 -0.25  0.08
H -1.29 0.09 0.42  0.05
O 3.33 0.07 -0.07  -0.06
H 2.39 -0.17 0.07  -0.01
H 3.36 1.01 0.12  0.06
O -2.78 3.20 0.98  -0.05
H -3.69 2.88 1.05  0.03
H -2.36 2.59 0.36  0.00
O -3.99 0.27 -0.39  -0.07
H -3.16 0.02 -0.81  -0.03
H -4.66 -0.13 -0.95  0.05
O 0.11 4.79 -1.11  -0.05
H -0.64 4.60 -1.68  0.04
H 0.51 3.93 -0.95  0.00
O 0.73 1.57 -2.69  -0.03
H 1.67 1.56 -2.89  0.04
H 0.62 0.89 -2.01  -0.03
O 2.67 -0.97 -2.71  -0.05
H 2.01 -0.87 -2.01  -0.04
H 3.20 -0.18 -2.66  0.03
O -2.19 -1.03 -2.31  -0.03
H -1.36 -0.86 -1.86  0.00
H -2.09 -1.91 -2.69  0.06

(2)
Density functional theory data (ωB97M-V with the def2-TZVPD basis set) for a molecular structure, C15H19ClN2O10RhS3Si at a distorted geometry.

Calculated total energy   -95226.0796 eV
Charge   -1
Molar mass   649.97 g mol⁻¹

Last column: Löwdin charge in e.
Atoms and positions in Å:
Rh -0.62 -0.18 -0.82  0.95
O -2.93 0.60 -0.69  -0.33
S -2.61 1.26 0.58  0.50
O -3.67 1.24 1.54  -0.30
O -1.33 0.68 1.07  -0.40
C -2.41 3.01 0.18  -0.20
C -3.53 3.79 0.47  -0.06
C -3.57 5.13 0.12  -0.08
C -2.49 5.71 -0.53  -0.08
C -1.38 4.94 -0.84  -0.06
C -1.33 3.60 -0.51  -0.21
S 0.03 2.66 -1.19  0.47
O -0.70 1.73 -2.09  -0.39
O 0.89 3.61 -1.84  -0.30
O 0.66 1.92 -0.09  -0.39
H -4.36 3.32 0.97  0.11
H -4.45 5.72 0.34  0.10
H -2.51 6.76 -0.80  0.10
H -0.54 5.36 -1.39  0.11
C 3.26 0.82 1.17  0.00
N 3.45 -0.21 0.14  -0.09
C 4.53 -0.32 -0.71  -0.03
C 4.27 -1.33 -1.56  -0.06
N 3.04 -1.84 -1.18  0.07
C 2.52 -1.11 -0.19  -0.71
S 1.01 -1.36 0.59  0.78
H 4.20 1.36 1.28  0.09
H 2.98 0.36 2.11  0.09
H 2.47 1.50 0.86  0.07
H 5.38 0.33 -0.63  0.12
H 4.81 -1.72 -2.39  0.12
H 2.48 -2.44 -1.77  0.15
C -3.35 -5.27 0.67  -0.20
Si -3.31 -3.49 1.23  0.38
C -5.03 -2.80 1.23  -0.18
C -2.57 -3.40 2.93  -0.19
C -2.22 -2.59 0.09  -0.20
C -1.51 -1.89 -0.60  -0.29
H -3.99 -5.89 1.31  0.02
H -2.34 -5.69 0.69  0.03
H -3.72 -5.34 -0.35  0.03
H -5.60 -3.18 2.08  0.03
H -5.56 -3.05 0.31  0.03
H -4.98 -1.71 1.31  0.03
H -3.09 -4.05 3.63  0.03
H -2.62 -2.37 3.30  0.03
H -1.51 -3.68 2.90  0.03
O 1.14 0.69 -4.46  -0.29
Cl 1.23 -0.29 -3.41  0.72
O 2.06 -1.41 -3.83  -0.35
O -0.13 -0.82 -3.07  -0.39
O 1.75 0.27 -2.18  -0.40

(3)
Density functional theory data (ωB97M-V with the def2-TZVPD basis set) for a single C6H14Si molecule at a distorted geometry.

Calculated total energy   -14324.1866 eV
Charge   0
Structure (SMILES)   CC1(C)C[Si]1(C)C
Molar mass   114.26 g mol⁻¹

Last column: Löwdin charge in e.
Atoms and positions in Å:
C 0.84 0.77 1.21  -0.19
C -0.49 0.62 0.44  -0.69
C -0.94 1.83 -0.38  -0.11
C -1.65 0.03 1.19  -0.13
C 1.48 0.05 -1.97  -0.22
C 0.49 -2.58 0.32  -0.17
Si 0.80 -0.52 -0.25  0.77
H 1.37 1.75 1.06  0.07
H 0.91 0.32 2.28  0.09
H -1.83 1.59 -0.87  0.05
H -0.38 2.21 -1.30  0.09
H -1.15 2.77 0.12  0.07
H -2.37 0.80 1.45  0.07
H -1.30 -0.52 2.16  0.10
H -2.15 -0.80 0.53  0.11
H 0.91 0.17 -2.86  -0.01
H 2.19 0.93 -1.78  0.05
H 2.37 -0.56 -2.35  0.03
H 1.26 -3.33 0.35  -0.02
H -0.12 -2.62 1.22  -0.01
H -0.22 -2.94 -0.57  0.05

(4)
Density functional theory data (ωB97M-V with the def2-TZVPD basis set) for a molecular structure, C46H30I4N6OTi.

Calculated total energy   -114688.0496 eV
Charge   +1
Molar mass   1238.27 g mol⁻¹
Expectation value of S²   0.8556
2S+1   2

Last column: Löwdin charge in e.
Atoms and positions in Å:
Ti 0.32 -0.26 -0.19  1.27
I 2.20 -3.62 6.68  0.91
C 2.03 -3.03 4.69  -0.75
C 1.67 -1.72 4.39  -0.13
C 1.55 -1.33 3.07  -0.02
C 1.78 -2.22 2.02  -0.19
C 2.17 -3.52 2.35  -0.05
C 2.29 -3.93 3.67  -0.14
C 1.69 -1.76 0.60  -0.18
C -0.33 -2.98 0.04  -0.36
C -1.32 -4.05 -0.28  -0.06
C -2.61 -3.38 -0.01  0.05
C -2.32 -2.10 0.37  -0.22
C -3.28 -1.04 0.58  -0.04
C -4.72 -1.39 0.57  -0.22
C -5.28 -2.10 1.63  -0.02
C -6.62 -2.45 1.61  -0.14
C -7.41 -2.09 0.52  -0.74
I -9.41 -2.63 0.48  0.91
C -6.86 -1.39 -0.54  -0.14
C -5.52 -1.04 -0.52  -0.02
C -2.87 0.24 0.71  -0.18
N -1.54 0.75 0.66  0.07
C -1.65 2.04 1.01  -0.21
C -0.61 3.02 0.94  -0.02
C -0.49 4.09 1.92  -0.15
C -1.34 4.21 3.03  -0.02
C -1.21 5.25 3.93  -0.14
C -0.19 6.18 3.78  -0.74
I -0.03 7.77 5.09  0.92
C 0.74 6.02 2.76  -0.13
C 0.60 4.98 1.86  -0.02
C 0.20 2.97 -0.23  -0.23
C 0.60 4.08 -1.02  0.00
C 1.28 3.58 -2.10  0.02
C 1.38 2.18 -1.89  -0.21
N 0.62 1.80 -0.80  0.03
C 2.50 1.46 -2.38  -0.04
C 3.04 0.47 -1.59  -0.20
C 4.13 -0.43 -1.75  0.05
C 4.02 -1.39 -0.77  0.01
C 2.84 -1.05 -0.03  -0.23
N 2.35 0.08 -0.45  0.01
C 3.08 1.77 -3.71  -0.19
C 4.11 2.68 -3.86  -0.02
C 4.67 2.91 -5.11  -0.14
C 4.20 2.22 -6.21  -0.74
I 5.04 2.54 -8.08  0.90
C 3.17 1.30 -6.07  -0.14
C 2.61 1.07 -4.82  -0.01
C -3.04 2.41 1.27  0.01
C -3.78 1.33 1.03  0.04
N -0.99 -1.83 0.44  0.03
H 1.49 -1.01 5.19  0.10
H 1.26 -0.31 2.84  0.12
H 2.43 -4.22 1.56  0.11
H 2.60 -4.94 3.91  0.10
H -1.20 -4.87 -0.96  0.15
H -3.58 -3.80 -0.20  0.12
H -4.67 -2.37 2.48  0.13
H -7.05 -2.99 2.44  0.10
H -7.48 -1.12 -1.39  0.10
H -5.09 -0.49 -1.34  0.13
H -2.10 3.47 3.23  0.10
H -1.90 5.33 4.76  0.10
H 1.59 6.69 2.68  0.10
H 1.36 4.85 1.11  0.11
H 0.35 5.11 -0.82  0.12
H 1.74 4.12 -2.91  0.12
H 4.90 -0.36 -2.51  0.12
H 4.69 -2.22 -0.59  0.11
H 4.48 3.23 -3.00  0.13
H 5.48 3.62 -5.22  0.10
H 2.80 0.76 -6.93  0.10
H 1.81 0.35 -4.71  0.13
H -3.38 3.41 1.49  0.12
H -4.85 1.23 1.09  0.13
C 1.47 -3.92 -2.52  -0.06
N 1.73 -3.65 -1.10  0.02
C 1.00 -2.57 -0.53  -0.46
N -0.42 -4.18 0.96  0.23
O 0.59 -1.52 -1.47  -0.18
H 2.08 -4.76 -2.83  0.09
H 1.69 -3.06 -3.15  0.08
H 0.42 -4.18 -2.66  0.08
H 2.72 -3.49 -0.96  0.10
H 0.36 -4.82 0.89  0.15
H -0.82 -4.03 1.88  0.18

(5)
Density functional theory data (ωB97M-V with the def2-TZVPD basis set) for a single C7H12 molecule at a distorted geometry.

Calculated total energy   -7446.4355 eV
Charge   0
Molar mass   96.17 g mol⁻¹

Last column: Löwdin charge in e.
Atoms and positions in Å:
C 2.46 0.17 -0.42  -0.11
C 1.44 0.33 0.68  -0.05
C -0.16 -0.28 0.04  -0.43
C -0.15 -1.27 -0.95  0.01
C -1.01 -0.37 1.37  -0.01
C -1.04 0.76 0.40  -0.22
C -2.20 1.05 -0.47  -0.07
H 2.04 -0.19 -1.36  0.06
H 3.26 -0.51 -0.14  0.08
H 2.92 1.14 -0.63  0.07
H 1.47 -0.41 1.47  0.08
H 1.26 1.34 1.01  0.08
H -0.22 -1.06 -2.01  0.04
H -0.10 -2.30 -0.64  0.04
H -0.37 -0.29 2.23  0.08
H -1.77 -1.15 1.49  0.11
H -2.93 0.24 -0.24  0.10
H -2.86 1.90 -0.29  0.07
H -2.05 0.89 -1.54  0.07